a:
DFT (wB97M-V/def2-TZVPD) results for 2 unconnected molecules or ions with the total composition C4H12NO2.

Geometry as XYZ:
```
19
C4H12NO2 (wB97M-V/def2-TZVPD)
O 0.3164 -0.4072 -1.5629
O -0.4106 -0.5698 0.8532
N -0.8887 -1.6314 2.9286
C -0.7666 1.7355 -1.2681
C 0.4949 0.9853 -1.6374
C -0.4452 -1.7390 1.5181
C 1.6437 1.4385 -0.7394
H 0.5432 -2.2390 1.5861
H 0.0517 -0.6303 -0.5725
H -1.1241 -2.4754 1.0409
H -0.2632 -0.9674 3.3590
H -1.5990 1.5078 -1.9406
H 1.8281 2.5144 -0.8218
H -1.8197 -1.2456 2.9618
H -1.0800 1.4335 -0.2662
H 1.3738 1.2115 0.2976
H -0.6352 2.8253 -1.2666
H 2.5578 0.9104 -0.9728
H 0.7685 1.1671 -2.6855
```

Computed properties:
HOMO: -3.49 eV
charge: -1

---

b:
DFT (wB97M-V/def2-TZVPD) results for 2 unconnected molecules or ions with the total composition C4H12NO2.

Geometry as XYZ:
```
19
C4H12NO2 (wB97M-V/def2-TZVPD)
O -2.9381 2.3199 0.0374
O -0.8414 0.1423 1.8139
N 1.9986 -1.2515 -1.0615
C 1.1166 -0.5432 -0.1387
C -0.3738 -0.8491 -0.3839
C 1.3533 0.9581 -0.2789
C -1.1631 -0.8355 0.9631
H 1.3927 -0.7520 0.8964
H 2.9187 -0.8908 -1.2315
H 1.2247 1.3641 -1.2870
H 0.6582 1.4772 0.3784
H -1.0377 -1.8947 1.3726
H -2.2399 -0.8169 0.6325
H -0.7109 -0.0703 -1.0789
H -2.4853 1.5367 0.3794
H -0.4856 -1.8228 -0.8776
H 2.0170 -2.2441 -0.9859
H -2.7502 2.9016 0.7747
H 2.3460 1.2710 0.0756
```

Computed properties:
HOMO: -2.70 eV
charge: -1

---

c:
DFT (wB97M-V/def2-TZVPD) results for 2 unconnected molecules or ions with the total composition C4H12NO2.

Geometry as XYZ:
```
19
C4H12NO2 (wB97M-V/def2-TZVPD)
O 0.8904 2.1881 -0.2997
O -3.2134 -0.5986 -1.2003
N -0.6571 0.3815 0.2518
C -0.2977 1.6623 -0.4965
C 0.3558 -0.5663 0.6267
C 1.4966 -0.1327 1.5241
C 0.9423 -1.2614 -0.6295
H -1.0899 0.7098 1.1075
H -1.1463 2.3449 -0.1480
H -2.2759 -0.8039 -1.0056
H -0.5072 1.4798 -1.5902
H -3.1871 0.3300 -1.4391
H -0.1703 -1.4144 1.1177
H 0.3200 -1.1117 -1.5176
H 1.9412 0.8084 1.1722
H 2.3566 -0.8113 1.3901
H 1.3206 0.0190 2.5937
H 1.0101 -2.3402 -0.4871
H 1.9113 -0.8832 -0.9700
```

Computed properties:
HOMO: -2.64 eV
charge: -1

---

Which one sits at the bottom of the stability order? c does.

---

a:
DFT (wB97M-V/def2-TZVPD) results for a molecular structure, C9H8N2O2.

Geometry as XYZ:
```
21
C9H8N2O2 (wB97M-V/def2-TZVPD)
O -1.2255 1.5922 -0.0751
O 0.3133 3.1744 -0.2557
N -0.6943 -0.7432 -0.0598
N -2.8658 0.1995 0.2532
C -3.7121 -0.8566 -0.0656
C -1.5686 0.1952 -0.0264
C 3.3829 0.0762 0.1101
C 0.7470 -0.4663 0.0844
C 2.6054 1.1303 0.1742
C 1.1936 0.8756 0.1499
C 1.6477 -1.5210 -0.1705
C 0.0986 2.0190 0.0416
C 2.9973 -1.2165 -0.1053
H -4.8982 -0.6929 -0.4450
H 1.3079 -2.5781 -0.1194
H 3.4225 -2.2195 -0.2219
H 2.6991 2.3526 0.3185
H -4.1066 -1.3869 1.0688
H -2.8127 -1.5660 -0.8209
H -2.9969 1.3272 0.0896
H 4.4654 0.3047 0.0753
```

Computed properties:
HOMO: -8.69 eV

---

b:
DFT (wB97M-V/def2-TZVPD) results for a single C9H8N2O2 molecule.

Geometry as XYZ:
```
21
C9H8N2O2 (wB97M-V/def2-TZVPD)
O -2.1651 2.1642 -0.5172
O -3.0061 0.6054 0.9250
N -1.1464 0.1269 -0.1611
N -2.5458 -1.8906 -0.1884
C -2.0896 1.1266 0.0307
C 2.4822 -0.5463 0.0166
C 2.9518 0.7363 0.1105
C 0.3309 -1.9033 -0.0937
C 0.8176 1.6734 -0.0929
C 1.1047 -0.7658 -0.0963
C 0.2525 0.3857 -0.1173
C 2.1499 1.8088 0.1319
C -1.3839 -1.2095 -0.2008
H 3.2555 -1.4298 0.0119
H 0.2778 2.6071 -0.1368
H 3.9834 1.0071 0.1053
H -2.5720 -0.1991 1.2729
H 0.4994 -2.8837 -0.4583
H 2.6072 2.8905 0.0812
H -3.3112 -1.3637 -0.5015
H -2.4928 -2.9401 -0.1216
```

Computed properties:
SMILES: Nc1cc2ccccc2n1C(=O)O
HOMO (spin up / spin down): -6.79 / -6.79 eV

---

Which one sits at the bottom of the stability order? a does.

---

a:
DFT (wB97M-V/def2-TZVPD) results for a molecular structure, C3H4NS.

Geometry as XYZ:
```
9
C3H4NS (wB97M-V/def2-TZVPD)
S 1.9309 -0.4892 -0.0642
N -1.1530 0.9606 -0.1691
C 1.3763 1.1451 0.1328
C 0.6361 -1.3885 -0.0231
C 0.1206 1.1366 -0.0702
H -0.4120 -1.3689 0.1863
H -1.5638 1.4544 -0.9013
H -1.8076 0.9285 0.7366
H 0.8725 -2.3785 0.1721
```

Computed properties:
HOMO: -14.98 eV
charge: +1

---

b:
DFT (wB97M-V/def2-TZVPD) results for a gas-phase ion, C3H4NS (charge +1).

Geometry as XYZ:
```
9
C3H4NS (wB97M-V/def2-TZVPD)
S 0.7815 1.4632 -0.0079
N -1.0321 -0.1719 -0.8355
C 0.7959 -0.1707 0.8481
C -0.6625 -0.9418 0.1626
C -0.4107 0.9925 -1.0840
H -1.1308 -1.9267 0.3100
H 1.7214 -0.5818 0.4068
H -0.8732 1.5915 -1.8257
H 0.8106 -0.2544 2.0258
```

Computed properties:
HOMO: -15.78 eV
charge: +1

---

c:
DFT (wB97M-V/def2-TZVPD) results for a gas-phase ion, C3H4NS (charge +1).

Geometry as XYZ:
```
9
C3H4NS (wB97M-V/def2-TZVPD)
S 1.7882 -0.0774 0.4730
N -0.7489 0.0687 -0.0652
C -0.2914 -1.1361 -0.3803
C 1.0172 -1.5431 -0.1485
C 0.3889 0.9539 0.3836
H 0.2897 1.5081 1.2716
H -1.6892 0.2999 -0.1903
H -1.0840 -1.7569 -1.0045
H 0.3296 1.6828 -0.3396
```

Computed properties:
HOMO (spin up / spin down): -14.80 / -14.80 eV
charge: +1

---

Which one sits at the bottom of the stability order? a does.

---

a:
DFT (wB97M-V/def2-TZVPD) results for 2 unconnected molecules or ions with the total composition C2H6NOS.

Geometry as XYZ:
```
11
C2H6NOS (wB97M-V/def2-TZVPD)
S -0.8603 1.4487 1.2251
O 2.6295 -0.4597 -1.8848
N 0.6908 -0.1514 -0.6357
C 1.6813 0.2707 -1.5527
C -1.5099 -0.2153 1.2640
H 0.9339 -1.0667 -0.2474
H -2.3699 -0.2283 1.8860
H 1.4701 1.3596 -1.8661
H -0.7960 -0.8390 1.7945
H -1.7900 -0.6428 0.2837
H -0.0796 0.5243 -0.2666
```

Computed properties:
HOMO: -2.77 eV
charge: -1

---

b:
DFT (wB97M-V/def2-TZVPD) results for 2 unconnected molecules or ions with the total composition C2H6NOS.

Geometry as XYZ:
```
11
C2H6NOS (wB97M-V/def2-TZVPD)
S -1.6743 -0.0399 -0.5976
O 3.5352 -1.2489 -0.6395
N 1.3384 -0.9643 -0.0187
C -2.3808 1.0173 0.6298
C 2.3904 -0.9313 -0.8959
H -1.7375 1.9190 0.7570
H -3.3996 1.4147 0.5287
H 1.6590 -0.6669 0.8891
H 2.0855 -0.4948 -1.8682
H -2.2627 0.6629 1.6734
H 0.4463 -0.6678 -0.4580
```

Computed properties:
HOMO: -2.65 eV
charge: -1

---

Which one sits at the bottom of the stability order? a does.

---

a:
DFT (wB97M-V/def2-TZVPD) results for a gas-phase ion, C3H3N2OS (charge -1).

Geometry as XYZ:
```
10
C3H3N2OS (wB97M-V/def2-TZVPD)
S 2.3263 -1.1441 -0.1188
O -0.2424 1.8531 -0.1967
N -1.3775 -1.4827 0.0761
N -1.2299 0.8972 0.0180
C -0.7758 -0.2708 0.1232
C 1.1148 1.4764 -0.0999
C 1.4516 0.2262 0.0630
H 1.8680 2.2190 -0.1840
H -2.4354 -1.4862 0.1735
H -0.6997 -2.2880 0.1456
```

Computed properties:
HOMO: -2.65 eV
charge: -1

---

b:
DFT (wB97M-V/def2-TZVPD) results for a gas-phase ion, C3H3N2OS (charge -1).

Geometry as XYZ:
```
10
C3H3N2OS (wB97M-V/def2-TZVPD)
S -2.2379 2.0506 -0.3189
O 0.3410 1.2349 0.2691
N 0.2485 -1.1686 0.0885
N 2.7114 -1.3474 0.3180
C -0.3424 0.0797 0.5888
C 1.5683 -1.2511 0.1885
C -0.9290 0.9904 -0.4769
H -0.1857 -1.2925 -0.8563
H -0.5194 0.1152 1.6437
H -0.6546 0.5888 -1.4446
```

Computed properties:
SMILES: N#CN[C@H]1O[C@@H]1[S-]
HOMO: -3.21 eV
charge: -1

---

Which one sits at the bottom of the stability order? a does.